No. 1
{
  "formula": "C45H47F15Ge3NiOS2Se",
  "method": "ωB97M-V/def2-TZVPD",
  "symbols": ["Se", "Ge", "Ge", "Ge", "Ni", "S", "S", "F", "F", "F", "F", "F", "F", "F", "F", "F", "F", "F", "F", "F", "F", "F", "O", "C", "C", "C", "C", "C", "C", "C", "C", "C", "C", "C", "C", "C", "C", "C", "C", "C", "C", "C", "C", "C", "C", "C", "C", "C", "C", "C", "C", "C", "C", "C", "C", "C", "C", "C", "C", "C", "C", "C", "C", "C", "C", "C", "C", "C", "H", "H", "H", "H", "H", "H", "H", "H", "H", "H", "H", "H", "H", "H", "H", "H", "H", "H", "H", "H", "H", "H", "H", "H", "H", "H", "H", "H", "H", "H", "H", "H", "H", "H", "H", "H", "H", "H", "H", "H", "H", "H", "H", "H", "H", "H", "H"],
  "coordinates": [[0.1355, -2.4329, 0.6729], [0.4075, -5.7035, 0.5932], [-3.1680, 0.5343, -1.1754], [-0.4256, 2.8067, -0.6452], [0.5049, -0.5072, -0.7124], [3.7588, -1.0282, -0.3987], [-1.2629, 0.7217, 0.0460], [-4.3092, 3.2782, -0.4173], [-5.6654, -1.1164, -1.7718], [-1.3622, 2.9090, -5.5020], [-0.9930, -1.5911, -2.1764], [-3.8262, 3.7284, -6.2673], [-3.8394, -4.8180, -3.9442], [-5.9951, -3.4378, -3.0790], [-1.3496, -3.9094, -3.4475], [-6.4224, -0.5284, 2.8075], [-5.9947, 3.0874, -4.8082], [-6.1300, 3.9472, 1.4618], [-7.2132, 2.0360, 3.0159], [-1.0874, 1.3973, -3.2907], [-5.7261, 1.7405, -2.5093], [-4.6153, -1.2296, 0.9226], [2.3502, -0.5630, 0.0553], [-4.7807, -2.9798, -2.8482], [-5.9347, 0.3859, 1.9834], [-0.8615, -5.7193, 2.0617], [5.0252, -0.2458, 0.6686], [3.1572, -2.4947, 2.5844], [1.6077, 4.0507, -3.0835], [-1.7470, -2.4271, 1.1097], [-4.7945, 2.7093, -4.4062], [-3.3181, -1.2797, -1.9131], [2.1692, 3.2137, -1.9290], [4.5438, 0.8306, 1.5963], [0.1734, -3.9843, -0.4467], [-2.4304, 2.6030, -4.7771], [-0.7467, 6.0358, 2.1355], [-3.6810, -3.6863, -3.2914], [-5.7857, 2.6822, 1.2918], [4.5539, 0.6248, 2.9658], [3.8891, -2.7540, 0.1563], [3.8669, 2.9019, 3.3293], [4.3013, -3.6878, 4.3372], [-0.2370, 3.7972, 1.0030], [5.2018, -4.1862, 3.4050], [-0.6577, 5.2712, 0.8122], [-6.3289, 1.7043, 2.1016], [0.0554, -7.0544, -0.7400], [-4.6369, 2.0028, -3.2345], [-3.3863, 1.5710, -2.8083], [1.1984, 2.1169, -1.4505], [-2.4090, -3.2112, -3.0495], [-2.3125, 1.8602, -3.6284], [-2.2579, -2.0197, -2.3843], [-4.4808, 1.0004, 0.1587], [3.2831, -2.8345, 3.9242], [-4.5866, -1.7917, -2.1725], [5.0690, -3.8540, 2.0609], [-5.0178, 0.0516, 1.0176], [4.1976, 2.0816, 1.0941], [3.8635, 3.1170, 1.9576], [4.2166, 1.6587, 3.8325], [-4.8669, 2.3203, 0.3362], [-3.6854, 3.0269, -5.1649], [2.2290, -5.6551, 1.2481], [0.6035, 6.1916, 2.8346], [4.0377, -3.0203, 1.6364], [1.6946, 3.3325, -4.4297], [6.0099, -4.8384, 3.7216], [0.1762, -8.0415, -0.2898], [-1.1546, 7.0260, 1.9296], [-0.8691, 3.3152, 1.7562], [4.2412, 2.2593, 0.0221], [2.5976, -2.4164, 4.6528], [2.3971, -1.7907, 2.2770], [1.0200, -3.9019, -1.1314], [-0.7324, -4.8604, 2.7258], [1.3536, 6.5886, 2.1403], [-2.0145, -3.4245, 1.4523], [-0.9653, -6.9727, -1.1153], [1.6679, 1.5602, -0.6377], [-1.9045, -1.6997, 1.9045], [0.7950, 3.7145, 1.3513], [2.9489, -5.6666, 0.4239], [2.3956, 3.8667, -1.0807], [2.4102, -6.5377, 1.8693], [-1.4519, 5.5238, 2.7959], [-1.6349, 5.3152, 0.3191], [1.1364, 2.3884, -4.4286], [1.2893, 3.9521, -5.2308], [-0.6799, -6.6245, 2.6487], [4.2517, 1.4969, 4.9038], [-1.5508, 3.3713, -1.5133], [2.7381, 3.1129, -4.6718], [-0.7497, -4.0413, -1.0241], [4.8736, -0.3325, 3.3638], [2.9761, -3.2067, -0.2417], [3.6365, 4.1033, 1.5624], [5.5075, -1.0592, 1.2067], [4.7459, -3.1493, -0.3955], [0.0596, 5.7790, 0.1535], [5.7686, -4.2660, 1.3350], [3.6181, 3.7094, 4.0092], [0.5683, 4.3208, -2.8707], [0.7515, -6.9692, -1.5759], [2.1721, 4.9818, -3.1431], [5.7223, 0.1569, -0.0668], [0.9629, 5.2398, 3.2308], [3.1095, 2.7519, -2.2481], [2.3948, -4.7666, 1.8682], [-1.8938, -5.7622, 1.7037], [-2.3352, -2.1556, 0.2402], [4.4052, -3.9490, 5.3844], [0.5284, 6.8883, 3.6717], [0.9421, 1.4328, -2.2731]],
  "forces_ev_per_angstrom": [[0.0, 0.8, -0.1], [0.0, 0.3, 0.0], [-0.3, -0.3, -0.3], [-0.2, 0.0, 0.2], [0.7, 0.1, 1.7], [-0.3, -0.3, -0.3], [-0.1, -0.3, -0.5], [0.0, 0.0, -0.1], [0.1, 0.0, 0.0], [0.0, 0.0, -0.1], [0.2, 0.0, -0.4], [0.0, 0.1, -0.2], [0.0, -0.1, 0.0], [-0.1, 0.0, 0.0], [0.1, 0.0, -0.1], [-0.1, -0.1, 0.0], [0.0, 0.1, 0.0], [-0.1, 0.1, 0.0], [-0.1, 0.1, 0.2], [-0.1, 0.0, 0.0], [0.1, 0.0, 0.0], [0.0, 0.1, 0.0], [-0.1, -0.2, -0.2], [-0.2, 0.1, 0.0], [-0.1, -0.3, 0.2], [-0.1, -0.1, 0.1], [0.0, 0.2, 0.0], [0.1, 0.1, -0.1], [0.2, -0.2, -0.1], [-0.1, 0.1, 0.1], [-0.3, 0.1, -0.1], [-0.4, 0.1, 0.2], [-0.2, 0.0, -0.1], [0.0, 0.1, -0.2], [-0.1, -0.2, -0.2], [0.3, 0.0, -0.1], [0.3, 0.0, -0.1], [0.0, -0.3, -0.1], [0.0, 0.3, 0.0], [0.1, 0.0, 0.3], [0.0, 0.1, 0.4], [-0.1, 0.1, 0.1], [0.0, 0.0, 0.0], [0.0, 0.3, 0.1], [0.0, 0.0, 0.0], [0.0, -0.1, 0.2], [-0.2, 0.1, 0.2], [0.0, -0.2, 0.0], [0.2, -0.1, 0.3], [0.1, 0.2, 0.1], [0.2, 0.1, -0.2], [0.2, -0.2, -0.1], [-0.1, -0.2, 0.2], [-0.1, 0.1, 0.1], [0.0, -0.1, 0.1], [0.1, 0.0, 0.0], [0.1, 0.2, 0.2], [0.1, 0.0, 0.0], [0.3, 0.1, -0.3], [0.0, 0.1, -0.1], [-0.1, 0.0, -0.2], [0.0, -0.1, 0.0], [0.2, -0.3, -0.1], [0.0, 0.1, -0.2], [0.1, -0.1, 0.2], [-0.1, 0.0, -0.1], [0.2, 0.2, 0.0], [-0.1, -0.1, 0.1], [-0.1, 0.1, 0.0], [0.0, 0.0, -0.1], [-0.1, 0.0, 0.0], [0.0, 0.0, 0.0], [0.0, 0.0, 0.1], [0.0, 0.0, -0.1], [0.0, 0.0, 0.0], [-0.1, 0.1, 0.0], [0.0, -0.1, 0.0], [-0.1, 0.0, 0.1], [0.1, 0.0, 0.0], [0.0, 0.0, 0.0], [0.2, -0.1, 0.1], [0.1, -0.1, 0.0], [0.0, 0.0, 0.0], [-0.1, 0.0, 0.1], [0.1, -0.1, 0.0], [0.0, 0.1, -0.1], [0.0, 0.1, 0.0], [0.1, 0.0, 0.0], [0.1, 0.1, 0.0], [0.0, -0.1, 0.0], [-0.1, 0.1, 0.0], [0.0, 0.0, -0.1], [0.1, 0.0, -0.1], [-0.1, 0.0, 0.0], [0.1, 0.1, 0.0], [-0.1, 0.0, 0.0], [0.1, 0.0, -0.1], [0.0, -0.1, 0.0], [0.0, 0.0, 0.1], [-0.1, 0.0, 0.0], [-0.1, -0.1, 0.0], [-0.1, 0.1, 0.1], [0.0, 0.0, -0.1], [0.0, 0.1, 0.0], [0.0, 0.0, 0.0], [-0.1, 0.1, 0.0], [0.0, 0.0, 0.0], [0.1, 0.0, 0.0], [0.0, 0.1, 0.1], [-0.1, -0.3, -0.1], [0.1, 0.0, 0.1], [0.0, -0.1, 0.0], [0.0, 0.0, -0.1], [0.0, -0.1, 0.0], [0.0, 0.0, 0.0]],
  "molar_mass_g_mol": 1308.46,
  "total_energy_ev": -387828.269,
  "orbital_gap_ha": [0.22867, 0.23038],
  "total_charge": 2,
  "spin_multiplicity": 1
}

---

No. 2
{
  "formula": "C45H48FN9O3",
  "method": "ωB97M-V/def2-TZVPD",
  "symbols": ["F", "O", "O", "O", "N", "N", "N", "N", "N", "N", "N", "N", "N", "C", "C", "C", "C", "C", "C", "C", "C", "C", "C", "C", "C", "C", "C", "C", "C", "C", "C", "C", "C", "C", "C", "C", "C", "C", "C", "C", "C", "C", "C", "C", "C", "C", "C", "C", "C", "C", "C", "C", "C", "C", "C", "C", "C", "C", "H", "H", "H", "H", "H", "H", "H", "H", "H", "H", "H", "H", "H", "H", "H", "H", "H", "H", "H", "H", "H", "H", "H", "H", "H", "H", "H", "H", "H", "H", "H", "H", "H", "H", "H", "H", "H", "H", "H", "H", "H", "H", "H", "H", "H", "H", "H", "H"],
  "coordinates": [[2.9586, 6.0531, 0.7159], [1.6512, -0.3652, 0.7920], [1.5229, -1.0377, -1.2891], [3.0619, 2.8482, -0.9906], [0.0664, 4.0091, -0.1494], [5.9412, 5.1224, -0.2720], [-2.4154, -5.7657, -4.4812], [6.0310, 0.1403, 3.2298], [-1.1625, -3.4751, 0.0211], [-0.9564, 9.2289, 1.0740], [-0.3579, -0.1535, 3.5131], [-6.5085, -1.2488, 0.4562], [1.1046, -3.2987, -6.7991], [-0.4765, 8.0627, -1.4108], [-2.6819, -0.5035, 4.0026], [-1.5559, -0.6566, 3.2080], [-7.8438, -1.2206, 0.4584], [1.1692, 4.1607, -0.2874], [7.7275, -0.8774, 4.5887], [-3.5504, -3.5800, -0.2054], [-4.2509, -4.3079, -5.0004], [-2.3326, -4.0921, 0.2125], [6.7489, 0.0752, 4.3539], [-2.3597, -1.6959, -1.0662], [7.9732, -1.8203, 3.6037], [0.6414, -3.7112, -5.6153], [-1.1936, -2.2957, -0.6119], [4.9398, 4.8964, 0.1984], [1.9418, -1.3319, -5.7017], [-4.9292, -5.3509, -5.6091], [-1.3240, 0.7388, 5.5221], [3.7304, 2.5758, 1.9966], [2.5165, 1.5771, 1.8787], [-8.6260, -1.6569, 1.5162], [-0.8748, 7.9041, 0.9279], [6.2876, -0.7728, 2.2946], [-6.6056, -2.1982, 2.6626], [1.4496, -1.7808, -4.4862], [3.3033, 4.0756, 1.9382], [-7.9897, -2.1562, 2.6393], [2.6580, 4.1329, -0.6103], [1.7421, -2.1248, -6.8222], [-3.0876, -6.7566, -5.0713], [2.9048, 0.2497, 1.1440], [2.3686, -2.7115, 0.1822], [0.7851, -2.9943, -4.4388], [-4.3385, -6.6036, -5.6485], [-3.0026, -4.5668, -4.4563], [-5.9150, -1.7343, 1.5539], [-0.7974, 9.9694, -0.0253], [3.4638, 4.7639, 0.5612], [-3.5589, -2.3564, -0.8563], [-0.5588, 9.4402, -1.2840], [-0.6364, 7.2732, -0.2835], [-2.5586, 0.2091, 5.1839], [7.2388, -1.7715, 2.4303], [1.8337, -1.3192, -0.1844], [-0.2626, 0.5313, 4.6552], [-8.2991, -0.8243, -0.4429], [2.1056, -1.8141, -7.7964], [4.1709, 2.4173, 3.0018], [-1.1872, 1.3007, 6.4365], [0.3859, -3.3775, -3.5078], [-3.6297, -0.9318, 3.7037], [3.4479, -0.3718, 1.8890], [-0.2901, 7.6094, -2.3774], [2.2599, -3.3624, -0.6969], [4.5247, 2.2930, 1.2778], [1.7688, -3.1012, 1.0308], [-4.4689, -4.1238, -0.0258], [0.7225, 0.9303, 4.8764], [-4.8307, -1.7453, 1.5278], [8.2801, -0.8819, 5.5186], [-4.6791, -3.3157, -4.9487], [-0.5781, 6.1940, -0.3412], [0.1296, -4.6680, -5.6243], [-0.8670, 11.0417, 0.1240], [7.4009, -2.4897, 1.6376], [-2.3269, -0.7386, -1.5695], [-4.8363, -7.4429, -6.1155], [1.7314, 2.0360, 1.2405], [2.2670, 4.2289, 2.3032], [-6.0722, -2.5822, 3.5224], [-1.0101, 7.3284, 1.8374], [8.7280, -2.5835, 3.7488], [6.5162, 0.8298, 5.0977], [-3.4142, 0.3501, 5.8334], [-8.5652, -2.5083, 3.4869], [-5.9067, -5.1898, -6.0477], [-4.4921, -1.9227, -1.1961], [3.4170, -2.6473, 0.5361], [-0.2277, -1.8209, -0.7540], [2.0552, 1.3250, 2.8485], [3.9637, 2.6577, -0.6961], [-1.6024, -1.2100, 2.2747], [-0.4405, 10.0897, -2.1412], [1.5799, -1.1938, -3.5864], [5.6889, -0.6848, 1.3939], [2.4672, -0.3891, -5.7795], [3.9663, 4.6231, 2.6410], [2.7903, 4.8043, -1.4882], [-9.7052, -1.6066, 1.4602], [-2.5868, -7.7190, -5.0745], [-2.2762, -5.0445, 0.7294], [-2.4314, -3.7815, -3.9717], [3.5447, 0.4421, 0.2580]],
  "forces_ev_per_angstrom": [[0.3, -0.2, -0.3], [1.0, -0.7, -0.2], [-0.2, 0.3, -1.7], [-0.2, -0.3, 0.3], [-3.4, -0.3, 0.6], [2.4, 0.2, -0.7], [-0.3, 0.1, -0.1], [0.2, -0.1, 0.1], [-0.3, 0.1, -0.1], [0.1, -0.1, -0.2], [-0.2, 0.1, 0.3], [-0.1, -0.2, 0.4], [0.1, 0.2, 0.2], [0.0, 0.0, -0.1], [0.1, 0.0, 0.1], [0.3, 0.0, -0.2], [0.2, 0.1, -0.2], [4.8, -0.4, -0.8], [0.0, 0.0, -0.1], [0.1, 0.0, 0.0], [0.0, 0.0, 0.0], [0.3, 0.0, 0.0], [-0.2, 0.1, -0.1], [0.0, -0.1, 0.1], [0.1, -0.1, 0.0], [0.0, -0.2, -0.3], [0.2, -0.2, 0.2], [-3.8, -0.3, 0.5], [-0.1, -0.1, 0.0], [-0.1, 0.0, 0.0], [0.0, 0.0, 0.0], [-0.8, -0.6, 1.0], [0.4, 0.1, -1.4], [0.0, 0.0, 0.0], [0.0, 0.2, 0.1], [-0.1, 0.1, 0.0], [0.0, 0.0, 0.0], [0.1, 0.2, 0.1], [0.7, -0.2, 0.1], [-0.1, -0.1, 0.1], [-0.2, 1.0, -0.5], [-0.1, -0.2, -0.1], [0.2, 0.1, 0.1], [-0.3, 0.8, 1.7], [-0.3, 0.6, 0.7], [0.0, 0.0, 0.0], [0.0, 0.1, 0.0], [0.2, -0.1, 0.1], [0.0, 0.2, -0.3], [0.0, 0.0, 0.2], [0.2, -0.2, 1.1], [-0.2, 0.1, -0.2], [0.0, 0.0, 0.0], [0.0, 0.0, -0.1], [-0.1, 0.0, 0.1], [0.0, 0.0, 0.0], [0.7, -0.5, 1.2], [0.1, -0.1, -0.2], [-0.1, 0.0, 0.0], [0.0, 0.0, 0.0], [0.0, 0.0, -0.7], [0.0, 0.0, 0.0], [0.0, 0.0, 0.0], [0.0, 0.0, 0.0], [-0.1, 0.1, -0.6], [0.0, 0.0, 0.0], [0.2, 0.3, 0.4], [-0.3, 0.4, 0.3], [0.3, 0.2, -0.5], [0.0, 0.0, 0.0], [0.0, 0.0, 0.1], [0.0, 0.0, 0.1], [0.0, 0.0, 0.0], [0.0, 0.0, 0.0], [-0.1, 0.2, 0.0], [0.0, 0.0, 0.1], [0.0, 0.0, -0.1], [0.0, 0.0, 0.0], [0.0, 0.0, 0.0], [0.0, 0.0, 0.0], [0.3, -0.3, 0.5], [0.5, -0.2, -0.4], [0.0, 0.0, 0.0], [0.0, -0.1, -0.1], [0.0, 0.0, 0.0], [0.1, 0.0, 0.0], [0.0, 0.0, 0.0], [0.0, 0.0, 0.0], [0.0, 0.0, 0.0], [0.0, 0.0, 0.1], [-0.5, 0.0, -0.3], [-0.7, -0.1, -0.1], [0.3, 0.2, -0.4], [-0.2, 0.2, -0.1], [-0.1, 0.0, 0.0], [0.0, 0.0, 0.0], [0.0, 0.0, 0.0], [0.1, -0.1, -0.1], [0.0, 0.0, 0.0], [-0.4, -0.1, -0.5], [-0.2, -0.1, 0.6], [0.0, 0.0, 0.0], [-0.1, 0.0, 0.0], [-0.1, 0.0, 0.0], [-0.1, 0.1, 0.0], [-0.5, -0.1, 0.3]],
  "molar_mass_g_mol": 781.94,
  "total_energy_ev": -69711.085,
  "orbital_gap_ha": 0.35306,
  "total_charge": 0,
  "spin_multiplicity": 1
}